1.
The following is a DFT calculation (wB97M-V/def2-TZVPD) of C4H5NO2 in the gas phase.

The orbital gap comes out at 10.686 eV. As for the HOMO energy: -9.99 eV. The molecular weight comes out at 99.1 Da. The SMILES is O=C[C@H]1CN=CO1. The calculation puts the strongest force on any atom at 0.477 eV/Å. The value obtained for the lowest unoccupied orbital energy is 0.7 eV. The total energy comes out at -9813.0797 eV.

Structure (ORCA input):
```
! RIJCOSX wB97M-V def2-TZVPD def2/J DEFGRID3
* xyz 0 1
O -2.57 0.73 0.27
C -1.77 -0.15 0.08
C -0.40 0.12 -0.50
C 0.55 0.85 0.50
N 1.78 0.07 0.46
C 1.53 -0.96 -0.22
O 0.29 -1.11 -0.77
H -1.99 -1.21 0.32
H -0.51 0.67 -1.44
H 0.72 1.89 0.21
H 0.15 0.86 1.52
H 2.21 -1.77 -0.42
*
```

These are the Mulliken partial charges, in e, on atoms 1 to 5:
1. O -0.459
2. C -0.152
3. C 0.397
4. C -0.546
5. N -0.497



2.
The following is a DFT calculation (wB97M-V/def2-TZVPD) of a molecular structure, C4H5NO2.

The orbital gap (alpha / beta) comes out at 7.544 / 7.542 eV. As for the HOMO energy (alpha / beta): -7.82 / -7.82 eV. The molecular weight comes out at 99.1 Da. The calculation puts the strongest force on any atom at 4.510 eV/Å. The value obtained for the lowest unoccupied orbital energy (alpha / beta) is -0.3 / -0.3 eV. The total energy comes out at -9810.4745 eV.

Structure (ORCA input):
```
! RIJCOSX wB97M-V def2-TZVPD def2/J DEFGRID3
* xyz 0 1
C 0.40 1.25 -0.09
C 0.92 -0.51 -0.67
N 0.54 1.27 1.24
C -0.47 -0.46 -0.89
C -1.11 -1.46 -0.16
O 0.29 2.17 -0.86
O 1.87 -1.05 -0.25
H 0.82 2.11 1.72
H 0.46 0.37 1.71
H -0.87 0.16 -1.70
H -0.65 -2.43 -0.03
H -2.18 -1.43 -0.03
*
```

These are the Mulliken partial charges, in e, on atoms 1 to 5:
1. C 0.541
2. C 0.489
3. N -0.353
4. C -0.261
5. C -0.882



3.
The following is a DFT calculation (wB97M-V/def2-TZVPD) of C4H5NO2 in the gas phase.

The orbital gap (alpha / beta) comes out at 8.643 / 8.647 eV. As for the HOMO energy (alpha / beta): -9.48 / -9.48 eV. The molecular weight comes out at 99.1 Da. The calculation puts the strongest force on any atom at 0.814 eV/Å. The value obtained for the lowest unoccupied orbital energy (alpha / beta) is -0.8 / -0.8 eV. The total energy comes out at -9810.2984 eV.

Structure (ORCA input):
```
! RIJCOSX wB97M-V def2-TZVPD def2/J DEFGRID3
* xyz 0 1
O -0.09 3.09 0.22
C -0.70 2.21 -0.33
C -0.51 0.71 -0.10
O -1.50 0.00 -0.32
N 0.68 0.32 0.36
C 1.18 -1.02 -0.03
C -0.03 -1.62 0.45
H -1.53 2.42 -1.04
H 2.08 -1.22 0.56
H 1.37 -1.12 -1.10
H -0.75 -2.11 -0.19
H -0.20 -1.65 1.52
*
```

These are the Mulliken partial charges, in e, on atoms 1 to 5:
1. O -0.428
2. C -0.094
3. C 0.768
4. O -0.616
5. N -0.480



4.
The following is a DFT calculation (wB97M-V/def2-TZVPD) of a molecular structure, C4H5NO2.

The orbital gap comes out at 8.773 eV. As for the HOMO energy: -9.61 eV. The molecular weight comes out at 99.1 Da. The calculation puts the strongest force on any atom at 2.384 eV/Å. The value obtained for the lowest unoccupied orbital energy is -0.8 eV. The total energy comes out at -9810.2044 eV.

Structure (ORCA input):
```
! RIJCOSX wB97M-V def2-TZVPD def2/J DEFGRID3
* xyz 0 1
O 1.92 -1.41 1.63
C 1.03 -0.88 1.09
C 0.07 1.01 0.69
C -0.36 0.95 -0.73
N -1.30 -0.15 -0.63
C -0.78 -1.33 -0.61
O 0.48 -1.63 -0.57
H -0.76 1.21 1.38
H 1.04 1.34 0.99
H 0.49 0.76 -1.40
H -0.89 1.85 -1.09
H -1.51 -2.15 -0.56
*
```

These are the Mulliken partial charges, in e, on atoms 1 to 5:
1. O -0.277
2. C 0.361
3. C -0.563
4. C -0.198
5. N -0.580



5.
The following is a DFT calculation (wB97M-V/def2-TZVPD) of C4H5NO2 in the gas phase.

The orbital gap comes out at 10.234 eV. As for the HOMO energy: -9.67 eV. The molecular weight comes out at 99.1 Da. The SMILES is O=CC(=O)N1CC1. The calculation puts the strongest force on any atom at 3.570 eV/Å. The value obtained for the lowest unoccupied orbital energy is 0.6 eV. The total energy comes out at -9811.0988 eV.

Structure (ORCA input):
```
! RIJCOSX wB97M-V def2-TZVPD def2/J DEFGRID3
* xyz 0 1
O -0.83 -1.59 -1.49
C -1.65 -0.84 -0.98
C -1.02 0.50 -0.41
O -1.16 1.57 -0.94
N -0.19 0.27 0.68
C 1.06 1.00 0.85
C 1.06 -0.47 0.61
H -2.49 -1.49 -1.24
H 1.25 1.38 1.85
H 1.35 1.65 0.03
H 1.36 -0.83 -0.37
H 1.24 -1.16 1.43
*
```

These are the Mulliken partial charges, in e, on atoms 1 to 5:
1. O -0.418
2. C -0.105
3. C 0.535
4. O -0.510
5. N -0.230



6.
The following is a DFT calculation (wB97M-V/def2-TZVPD) of C4H5NO2 in the gas phase.

The orbital gap (alpha / beta) comes out at 8.100 / 8.101 eV. As for the HOMO energy (alpha / beta): -10.05 / -10.05 eV. The molecular weight comes out at 99.1 Da. The calculation puts the strongest force on any atom at 1.172 eV/Å. The value obtained for the lowest unoccupied orbital energy (alpha / beta) is -1.9 / -1.9 eV. The total energy comes out at -9810.0241 eV.

Structure (ORCA input):
```
! RIJCOSX wB97M-V def2-TZVPD def2/J DEFGRID3
* xyz 0 1
O -1.87 -0.23 1.28
C -1.66 -0.20 0.09
C -0.54 0.60 -0.49
C 0.36 1.25 0.33
N 1.57 -0.07 0.37
C 1.27 -1.22 -0.13
O 0.34 -1.75 -0.76
H -2.29 -0.74 -0.63
H -0.49 0.70 -1.57
H 0.99 2.04 -0.08
H 0.10 1.33 1.39
H 2.22 -1.73 0.18
*
```

These are the Mulliken partial charges, in e, on atoms 1 to 5:
1. O -0.468
2. C 0.094
3. C -0.104
4. C -0.407
5. N -0.405



7.
The following is a DFT calculation (wB97M-V/def2-TZVPD) of C4H5NO2 in the gas phase.

The orbital gap comes out at 10.089 eV. As for the HOMO energy: -9.45 eV. The molecular weight comes out at 99.1 Da. The SMILES is N=C=CCOC=O. The calculation puts the strongest force on any atom at 2.524 eV/Å. The value obtained for the lowest unoccupied orbital energy is 0.6 eV. The total energy comes out at -9811.8697 eV.

Structure (ORCA input):
```
! RIJCOSX wB97M-V def2-TZVPD def2/J DEFGRID3
* xyz 0 1
N 2.51 -1.29 -0.14
C 1.70 -0.53 0.32
C 0.73 0.26 0.64
C -0.17 1.09 -0.31
O -1.47 0.96 0.16
C -1.92 -0.27 -0.03
O -3.04 -0.61 0.14
H 2.23 -2.30 -0.35
H 0.72 0.76 1.59
H 0.13 2.10 -0.23
H -0.20 0.79 -1.33
H -1.21 -0.95 -0.46
*
```

These are the Mulliken partial charges, in e, on atoms 1 to 5:
1. N -0.539
2. C 0.627
3. C -0.615
4. C -0.532
5. O -0.362



8.
The following is a DFT calculation (wB97M-V/def2-TZVPD) of C4H5NO2 in the gas phase.

The orbital gap comes out at 11.452 eV. As for the HOMO energy: -10.67 eV. The molecular weight comes out at 99.1 Da. The SMILES is O=C1CCN=CO1. The calculation puts the strongest force on any atom at 1.162 eV/Å. The value obtained for the lowest unoccupied orbital energy is 0.8 eV. The total energy comes out at -9813.7858 eV.

Structure (ORCA input):
```
! RIJCOSX wB97M-V def2-TZVPD def2/J DEFGRID3
* xyz 0 1
O -1.08 2.28 -0.19
C -0.42 1.30 0.00
C -1.01 -0.04 0.30
C -0.17 -1.18 -0.31
N 1.26 -0.98 -0.08
C 1.67 0.20 0.03
O 0.94 1.37 -0.05
H -1.06 -0.16 1.38
H -2.05 0.17 0.00
H -0.33 -1.25 -1.39
H -0.46 -2.14 0.12
H 2.72 0.43 0.19
*
```

These are the Mulliken partial charges, in e, on atoms 1 to 5:
1. O -0.537
2. C 0.573
3. C -0.455
4. C -0.412
5. N -0.450